1.
{"formula": "C3H5ClS", "method": "wB97M-V/def2-TZVPD", "smiles": "C[C@H](Cl)C=S", "relative_energy_ev": 1.270, "elements": ["H", "Cl", "C", "H", "C", "S", "H", "C", "H", "H"], "positions_angstrom": [[-0.503505, -1.400212, 0.632500], [-1.320515, -0.683015, -1.767233], [-0.983296, 0.782293, 0.481229], [1.031225, 0.575137, -0.957775], [-0.288116, -0.449923, 0.187648], [-2.267653, 0.893025, 1.434500], [-0.284977, 1.663347, 0.137023], [1.156182, -0.272385, -0.232442], [1.679409, -1.077927, -0.559980], [1.781245, -0.030342, 0.644529]], "forces_ev_per_a": [[-0.744, -0.093, 0.409], [1.108, 0.028, 1.927], [1.514, 1.639, 0.672], [1.245, -0.810, 0.521], [0.500, -1.258, -3.174], [-0.029, 0.259, -0.158], [-1.957, -1.171, 0.473], [-1.879, 3.280, 1.077], [0.756, -2.610, -1.748], [-0.513, 0.736, 0.000]], "lowdin_charge": [0.091, 0.261, -0.820, 0.086, -0.464, 0.726, 0.110, -0.130, 0.039, 0.102]}

=====

2.
{"formula": "C3H5ClS", "method": "wB97M-V/def2-TZVPD", "smiles": "C#CCl.CS", "relative_energy_ev": 2.441, "elements": ["H", "H", "C", "H", "S", "H", "Cl", "C", "C", "H"], "positions_angstrom": [[-1.430634, 0.276387, -1.133315], [0.616654, 2.875613, -1.804928], [-0.308096, -2.836364, 1.885544], [-1.030138, 2.803498, -1.242265], [-0.043286, 0.485028, -1.110189], [0.325773, 2.713974, -0.151298], [2.337484, -2.646573, 0.860625], [-0.029899, 2.310674, -1.004186], [0.797043, -2.791528, 1.460106], [-1.234902, -3.190709, 2.239906]], "forces_ev_per_a": [[1.461, 0.399, 0.067], [-0.833, -1.754, 1.029], [-0.849, -0.663, 0.322], [1.013, -1.078, 0.587], [-1.189, 0.417, -0.046], [0.929, 0.703, 3.264], [-0.601, -0.003, 0.231], [-1.368, 1.300, -4.890], [1.930, 0.406, -0.762], [-0.492, 0.273, 0.197]], "lowdin_charge": [-0.126, 0.065, 0.024, 0.051, 0.582, -0.044, 0.668, -0.521, -0.721, 0.022]}

=====

3.
{"formula": "C3H5ClS", "method": "wB97M-V/def2-TZVPD", "smiles": "CC1=CS1.Cl", "relative_energy_ev": 2.292, "elements": ["H", "S", "Cl", "C", "C", "H", "H", "C", "H", "H"], "positions_angstrom": [[0.371375, 1.358399, 2.171917], [0.643416, -0.923713, 1.210468], [3.255844, 0.041426, -1.293063], [-1.517927, -0.016350, -0.588927], [-0.540659, 0.342877, 0.351017], [-2.338611, 0.690249, -0.454202], [-1.080984, 0.001849, -1.559656], [0.080993, 0.643565, 1.436915], [-1.676084, -1.046003, -0.475952], [2.802639, -1.092302, -0.798516]], "forces_ev_per_a": [[-0.358, 0.593, 0.171], [1.122, -2.923, -0.482], [-0.270, -0.851, 0.249], [-0.503, 1.404, -0.867], [2.195, -0.146, 2.888], [-0.439, -0.520, -0.533], [0.119, 0.557, -1.175], [-0.880, 2.329, -0.597], [-1.229, -1.406, 0.586], [0.244, 0.964, -0.239]], "lowdin_charge": [0.070, 0.696, 0.213, -0.096, -0.418, 0.105, 0.087, -0.476, 0.069, -0.251]}

=====

4.
{"formula": "C3H5ClS2", "method": "wB97M-V/def2-TZVPD", "smiles": "S=C[C@@H](S)CCl", "relative_energy_ev": 0.578, "elements": ["S", "C", "H", "H", "S", "C", "H", "C", "H", "Cl", "H"], "positions_angstrom": [[-2.358703, 1.439320, 0.699360], [-0.277723, -0.245167, 0.051042], [1.163587, 0.650727, 1.411585], [-1.099906, -2.176816, -1.257290], [-0.200891, -1.210834, -1.509374], [-1.009143, 1.040539, -0.080669], [-0.734304, -0.882680, 0.750744], [1.165329, 0.030692, 0.541195], [1.543051, -0.975662, 0.844726], [2.288744, 0.686617, -0.648014], [-0.480042, 1.643265, -0.803304]], "forces_ev_per_a": [[0.396, 0.043, -0.219], [1.033, 0.358, -0.534], [-0.042, 0.579, 0.418], [-0.084, 0.319, 0.314], [0.191, 0.197, -0.377], [-0.347, -0.504, -0.266], [-0.605, -0.674, 1.117], [-0.244, -2.247, 0.200], [0.008, 0.865, -0.253], [-0.063, 0.241, -0.214], [-0.243, 0.823, -0.186]], "lowdin_charge": [0.717, -0.796, 0.068, -0.135, 0.744, -0.734, 0.068, -0.641, 0.087, 0.571, 0.050]}

=====

5.
{"formula": "C3H5ClSi", "method": "wB97M-V/def2-TZVPD", "smiles": "CC#C[SiH2]Cl", "relative_energy_ev": 0.075, "elements": ["H", "C", "Cl", "H", "H", "Si", "C", "C", "H", "H"], "positions_angstrom": [[-2.073541, 0.556320, -1.678726], [-0.362371, -0.315954, -0.157532], [-3.225707, -0.053443, 0.986899], [2.451529, -0.241779, 1.255191], [-2.384335, -1.972720, -1.061550], [-2.190339, -0.480550, -0.736664], [2.091247, 0.453254, 0.568212], [0.706863, 0.166887, 0.196824], [2.261814, 1.550130, 1.003264], [2.724843, 0.337856, -0.375917]], "forces_ev_per_a": [[-0.921, 0.800, -1.251], [-0.163, 0.738, 0.082], [-0.391, 0.070, -0.359], [0.529, -1.124, 1.320], [-0.227, 1.324, -0.149], [2.903, -1.884, 2.183], [0.509, 3.171, -1.728], [-1.056, -1.092, -0.346], [-0.480, -2.371, -1.002], [-0.702, 0.368, 1.251]], "lowdin_charge": [-0.078, -0.223, 0.219, 0.037, -0.041, 0.203, -0.132, -0.203, 0.121, 0.098]}

=====

6.
{"formula": "C3H5CoO3", "method": "wB97M-V/def2-TZVPD", "total_charge": 2, "spin_multiplicity": 5, "relative_energy_ev": 1.573, "elements": ["H", "Co", "O", "C", "C", "H", "O", "C", "H", "H", "H", "O"], "positions_angstrom": [[0.682287, 1.048374, -1.456310], [0.239823, 0.326596, 1.958397], [1.232595, -1.672966, 1.520162], [0.040649, 0.199505, -1.044588], [-1.070475, 1.109750, -0.542997], [-2.051167, 0.561394, -0.477101], [-1.030599, 1.410984, 0.814678], [1.227455, -1.538040, 0.208475], [-1.316020, 1.962505, -1.203902], [1.657866, -2.485348, 1.833090], [-0.294490, -0.597272, -1.714676], [0.682081, -0.325480, 0.104773]], "forces_ev_per_a": [[0.080, -1.969, -0.272], [-0.247, 0.083, -0.219], [-0.132, 0.772, 0.490], [0.503, 2.570, -1.240], [-1.172, -0.538, 1.700], [-0.416, -0.153, -0.322], [0.575, -0.031, -0.881], [0.119, -0.892, -0.602], [0.105, -0.010, 0.425], [0.189, -0.448, 0.098], [0.378, 0.339, -0.090], [0.018, 0.278, 0.914]], "lowdin_charge": [0.191, 1.339, 0.071, -0.067, -0.150, 0.220, 0.004, 0.034, 0.190, 0.172, 0.174, -0.177]}